{
  "formula": "C3H13NO5",
  "method": "wB97M-V/def2-TZVPD",
  "species": ["C", "C", "N", "C", "O", "O", "H", "H", "H", "H", "H", "H", "H", "O", "H", "H", "O", "H", "H", "O", "H", "H"],
  "coordinates": [[-1.805, 1.896, 0.599], [-0.788, 1.359, -0.420], [-0.925, -0.084, -0.723], [-0.360, -1.010, 0.113], [0.426, -0.873, 1.010], [-0.752, -2.220, -0.392], [-2.126, 1.010, 1.182], [-1.239, 2.600, 1.211], [-2.698, 2.415, 0.295], [-0.940, 1.936, -1.327], [0.246, 1.535, -0.129], [-1.638, -0.320, -1.387], [-0.463, -2.914, 0.218], [0.396, 0.965, -3.429], [-0.183, 0.197, -3.450], [0.964, 0.875, -2.664], [2.290, 0.915, 2.515], [1.356, 0.709, 2.398], [2.793, 0.192, 2.117], [1.523, -3.175, 0.776], [1.941, -2.801, 1.544], [1.983, -3.207, -0.057]],
  "forces_ev_per_a": [[1.000, -1.054, 1.175], [-0.722, -0.044, -0.769], [0.721, 2.103, 0.996], [-0.886, -1.065, -2.337], [-0.387, 1.174, 0.593], [-0.262, -0.141, 0.658], [0.134, 0.733, 0.224], [-0.305, -0.091, 0.454], [-0.155, -0.004, -0.860], [0.236, -0.304, -0.449], [-0.121, -0.034, 0.352], [-0.030, -0.597, 0.208], [0.435, 0.101, -0.007], [-0.168, 0.260, -0.513], [0.223, -0.032, 0.188], [0.008, -0.244, 0.222], [0.261, 0.177, 0.148], [0.201, -0.337, -0.242], [-0.456, 0.161, 0.035], [-1.361, -1.541, -0.014], [0.745, 0.392, -0.363], [0.891, 0.387, 0.302]],
  "largest_force_ev_per_a": 2.72,
  "molar_mass_g_mol": 143.139,
  "e_lumo_ev": 0.4,
  "orbital_gap_ev": 10.4879,
  "smiles": "CCNC(=O)O.O.O.O",
  "total_charge": 0,
  "total_energy_ev": -15049.8278,
  "relative_energy_kcal_mol": 14.83
}